Entry 1:
{
  "formula": "C4H11NO",
  "method": "ωB97M-V/def2-TZVPD",
  "e_above_lowest_kcal_mol": 49.3,
  "smiles": "C=CC.NCO",
  "e_tot_ha": -288.9385,
  "multiplicity": 1,
  "homo_energy_ev": -9.536,
  "species": ["C", "C", "C", "H", "H", "H", "H", "H", "H", "N", "C", "O", "H", "H", "H", "H", "H"],
  "coordinates": [[2.259, -2.592, 1.217], [1.144, -1.918, 1.430], [1.022, -0.790, 2.397], [2.343, -3.613, 0.871], [3.171, -2.346, 1.759], [0.261, -2.221, 0.870], [1.696, 0.045, 2.174], [0.053, -0.294, 2.414], [1.323, -1.032, 3.408], [-1.334, 2.555, -1.486], [-2.075, 1.827, -2.418], [-1.436, 0.688, -2.978], [-1.360, 2.369, -0.502], [-0.606, 3.202, -1.726], [-2.996, 1.485, -1.922], [-2.481, 2.414, -3.244], [-0.985, 0.222, -2.264]],
  "atomic_forces_ev_per_a": [[0.87, -0.69, 1.42], [-0.29, -0.27, -0.45], [0.38, 1.47, -0.18], [-0.45, 0.20, -1.07], [-0.09, 0.40, 0.02], [-0.10, -0.05, 0.33], [0.17, -0.14, -0.37], [-0.23, -0.42, 0.06], [-0.26, -0.50, 0.23], [0.58, 0.94, 0.56], [-1.37, -0.74, 0.30], [0.31, 0.00, -0.31], [-0.28, -0.32, -0.05], [-0.02, -0.13, -0.44], [0.19, -0.02, 0.21], [0.68, 0.15, -0.18], [-0.08, 0.12, -0.08]],
  "lowdin_charge": [-0.030, -0.246, -0.126, 0.049, 0.056, 0.089, 0.075, 0.063, 0.071, 0.023, -0.386, -0.077, 0.067, 0.073, 0.112, 0.115, 0.072]
}



Entry 2:
{
  "formula": "C5H12O2",
  "method": "ωB97M-V/def2-TZVPD",
  "e_above_lowest_kcal_mol": 108.1,
  "e_tot_ha": -348.0326,
  "multiplicity": 1,
  "homo_energy_ev": -7.893,
  "species": ["C", "O", "C", "C", "C", "C", "O", "H", "H", "H", "H", "H", "H", "H", "H", "H", "H", "H", "H"],
  "coordinates": [[-2.213, -0.389, 1.555], [-0.591, -0.385, 0.918], [-0.222, 0.449, -0.222], [-0.404, 1.919, 0.114], [1.203, 0.112, -0.647], [1.433, -1.353, -1.019], [1.430, -2.215, 0.095], [-2.640, 0.374, 0.870], [-0.128, -0.076, 1.712], [-2.501, -1.332, 1.053], [-0.939, 0.129, -0.986], [0.291, 2.217, 0.909], [-1.424, 2.129, 0.446], [-0.187, 2.533, -0.765], [1.898, 0.380, 0.162], [1.449, 0.752, -1.504], [0.691, -1.663, -1.775], [2.421, -1.453, -1.478], [0.565, -2.129, 0.519]],
  "atomic_forces_ev_per_a": [[0.04, -0.05, -0.50], [-0.09, 0.11, 0.33], [-0.04, 0.09, -0.18], [-0.01, 0.03, 0.01], [0.02, 0.02, 0.05], [0.06, 0.23, -0.33], [-0.23, -0.07, 0.16], [0.14, -0.06, 0.18], [-0.09, -0.06, -0.10], [0.06, 0.07, 0.17], [0.11, 0.07, 0.05], [-0.08, -0.04, -0.09], [0.16, -0.04, -0.05], [-0.04, -0.11, 0.11], [-0.09, 0.00, -0.09], [-0.04, -0.11, 0.10], [0.09, 0.01, 0.14], [-0.14, 0.01, 0.06], [0.17, -0.11, -0.01]],
  "lowdin_charge": [0.019, -0.195, -0.373, -0.038, -0.138, -0.262, -0.060, -0.044, 0.130, -0.034, 0.157, 0.094, 0.076, 0.092, 0.131, 0.128, 0.124, 0.120, 0.075]
}



Entry 3:
{
  "formula": "FH3N2O2S",
  "method": "ωB97M-V/def2-TZVPD",
  "e_above_lowest_kcal_mol": 48.9,
  "e_tot_ha": -759.7200,
  "multiplicity": 1,
  "homo_energy_ev": -9.816,
  "species": ["N", "N", "O", "O", "F", "S", "H", "H", "H"],
  "coordinates": [[-0.026, -0.579, 0.067], [-0.777, 0.144, -0.753], [-2.541, 1.950, -0.832], [0.391, 0.247, 1.179], [-3.192, -0.300, -0.408], [-2.113, 0.874, -0.020], [1.206, 0.775, 0.943], [-0.349, -1.409, 0.668], [-0.218, 0.612, -1.354]],
  "atomic_forces_ev_per_a": [[2.39, -1.97, 2.93], [-3.45, -1.96, 1.52], [0.00, 1.60, -1.10], [1.26, 1.11, 0.48], [0.50, -0.01, 0.19], [-0.60, -1.44, 0.83], [-1.13, -1.18, -0.09], [-0.51, 1.68, -2.10], [1.53, 2.16, -2.66]],
  "lowdin_charge": [-0.178, -0.240, -0.408, -0.141, -0.319, 0.937, 0.111, 0.170, 0.067]
}



Entry 4:
{
  "formula": "C3H2N2O2S",
  "method": "ωB97M-V/def2-TZVPD",
  "e_above_lowest_kcal_mol": 196.6,
  "e_tot_ha": -773.4339,
  "multiplicity": 1,
  "homo_energy_ev": -9.672,
  "species": ["C", "C", "C", "H", "H", "N", "N", "O", "O", "S"],
  "coordinates": [[-0.017, -0.892, 0.047], [0.640, -0.521, 1.321], [0.350, 1.297, 0.274], [-2.055, -0.622, -2.131], [0.922, -1.422, 1.877], [-0.428, 0.296, -0.377], [0.803, 0.737, 1.551], [-0.523, 0.389, -1.792], [-0.318, -1.982, -0.535], [0.626, 2.719, -0.236]],
  "atomic_forces_ev_per_a": [[-1.87, -4.21, -1.60], [0.84, -1.67, 1.22], [-1.34, -1.58, 1.58], [3.37, 2.11, 0.85], [0.20, 0.89, 0.83], [0.60, 1.83, -3.79], [-0.35, -1.74, -1.73], [-3.64, -1.69, 1.12], [1.54, 3.26, 2.49], [0.65, 2.78, -0.98]],
  "lowdin_charge": [-0.417, -0.036, -0.883, 0.393, 0.135, -0.147, 0.132, -0.105, 0.050, 0.878]
}



Entry 5:
{
  "formula": "C4H7FS",
  "method": "ωB97M-V/def2-TZVPD",
  "e_above_lowest_kcal_mol": 28.0,
  "smiles": "C[C@H](F)[C@H]1CS1",
  "e_tot_ha": -654.6203,
  "multiplicity": 1,
  "homo_energy_ev": -8.823,
  "species": ["C", "C", "F", "C", "C", "S", "H", "H", "H", "H", "H", "H", "H"],
  "coordinates": [[1.199, 0.588, -0.884], [0.904, -0.340, 0.265], [1.513, -1.610, 0.016], [-0.592, -0.552, 0.633], [-1.745, 0.344, 0.479], [-1.588, -1.032, -0.808], [0.884, 1.617, -0.619], [2.333, 0.536, -0.953], [0.744, 0.253, -1.868], [1.295, 0.132, 1.188], [-0.661, -1.289, 1.406], [-1.795, 1.319, 0.033], [-2.491, 0.035, 1.111]],
  "atomic_forces_ev_per_a": [[1.04, -0.42, -0.78], [-1.17, 0.55, 0.71], [-0.81, 1.37, 0.57], [1.80, -0.77, -1.60], [1.35, -0.98, -2.04], [-0.56, 0.46, 0.41], [0.20, -0.54, -0.28], [-1.33, 0.44, -0.27], [0.50, 0.42, 1.31], [0.61, -0.70, -0.34], [-0.17, -0.17, 0.59], [0.46, 0.29, 0.17], [-1.92, 0.05, 1.54]],
  "lowdin_charge": [-0.077, -0.410, -0.046, -0.558, -0.313, 0.790, 0.088, 0.101, 0.081, 0.142, 0.098, 0.073, 0.031]
}



Entry 6:
{
  "formula": "C13H18N2O5",
  "method": "ωB97M-V/def2-TZVPD",
  "e_above_lowest_kcal_mol": 108.3,
  "smiles": "C[C@@H](O)[C@H](NC(=O)[C@@H](N)Cc1ccc(O)cc1)C(=O)O",
  "e_tot_ha": -991.7733,
  "multiplicity": 1,
  "homo_energy_ev": -8.911,
  "species": ["C", "C", "O", "C", "N", "C", "O", "C", "N", "C", "C", "C", "C", "C", "O", "C", "C", "C", "O", "O", "H", "H", "H", "H", "H", "H", "H", "H", "H", "H", "H", "H", "H", "H", "H", "H", "H", "H"],
  "coordinates": [[-3.165, 1.560, 1.227], [-2.572, 2.517, 0.159], [-2.346, 3.636, 0.908], [-1.422, 1.993, -0.593], [-0.159, 2.137, -0.027], [0.854, 1.211, 0.192], [1.748, 1.381, 1.035], [0.909, 0.152, -0.907], [1.048, 0.902, -2.275], [1.940, -0.939, -0.795], [1.819, -2.147, 0.056], [2.574, -2.420, 1.155], [2.433, -3.647, 1.805], [1.475, -4.564, 1.473], [1.218, -5.735, 2.208], [0.707, -4.324, 0.366], [0.901, -3.155, -0.262], [-1.484, 3.029, -1.711], [-1.854, 2.957, -2.821], [-1.028, 4.266, -1.052], [-3.544, 0.709, 0.741], [-2.627, 1.312, 2.101], [-4.108, 2.172, 1.484], [-3.362, 2.695, -0.562], [-1.645, 4.120, 0.320], [-1.544, 0.989, -0.915], [-0.289, 2.967, 0.755], [-0.178, -0.061, -0.744], [0.380, 0.713, -3.035], [1.162, 1.928, -2.085], [2.879, -0.476, -0.568], [2.109, -1.277, -1.796], [3.396, -1.699, 1.389], [3.079, -3.902, 2.761], [0.784, -5.722, 3.087], [0.316, -5.279, -0.150], [0.367, -2.894, -1.171], [-0.771, 4.897, -1.749]],
  "atomic_forces_ev_per_a": [[-2.75, 2.20, -1.46], [-2.43, -2.39, 3.57], [2.80, 2.56, -0.83], [0.67, 0.90, -2.54], [0.99, 2.77, 5.37], [2.63, 1.28, 0.44], [-1.97, -0.41, -1.22], [-2.33, 1.80, -1.10], [0.45, 0.43, 1.83], [0.54, 0.12, -0.30], [-1.71, -0.82, 0.87], [1.98, 0.56, 0.25], [1.85, -0.26, 3.56], [-0.65, -0.58, 2.07], [0.53, -0.37, -0.34], [-0.17, -3.30, -1.26], [-0.48, 2.33, -2.62], [1.35, 0.42, 0.94], [-0.10, 0.47, -0.90], [0.17, -0.81, -2.94], [-0.39, -1.52, -0.48], [0.99, 0.07, 0.69], [1.36, -1.15, 0.28], [-0.42, -0.10, -0.35], [-2.05, 0.12, 1.91], [-0.81, -0.58, -0.75], [1.38, -3.06, -2.08], [0.82, -1.69, -0.88], [0.23, 0.05, 1.03], [-0.35, -1.57, -0.59], [0.56, 0.61, 0.37], [-0.15, -0.28, -0.82], [-0.79, -0.80, 0.28], [-1.28, 0.68, -2.12], [0.54, 0.99, -1.01], [-0.36, 1.99, 0.99], [-0.32, -0.60, -0.17], [-0.34, -0.08, 0.31]],
  "lowdin_charge": [0.000, -0.454, -0.036, -0.258, 0.085, -0.403, 0.065, -0.242, 0.063, -0.123, -0.234, -0.037, -0.027, -0.340, -0.006, -0.041, -0.060, -0.384, 0.185, 0.023, 0.056, 0.071, 0.119, 0.154, 0.081, 0.147, 0.229, 0.132, 0.079, 0.088, 0.118, 0.115, 0.135, 0.156, 0.119, 0.160, 0.117, 0.147]
}



Entry 7:
{
  "formula": "C7H10N2",
  "method": "ωB97M-V/def2-TZVPD",
  "e_above_lowest_kcal_mol": 128.1,
  "e_tot_ha": -382.0480,
  "multiplicity": 1,
  "homo_energy_ev": -7.662,
  "species": ["C", "C", "C", "C", "C", "C", "C", "H", "H", "H", "H", "H", "H", "H", "H", "H", "H", "N", "N"],
  "coordinates": [[-1.167, -0.988, -0.722], [-1.699, 0.142, 0.100], [-0.580, 1.258, 0.097], [1.184, 0.067, -0.738], [1.628, -0.126, 0.699], [0.319, -1.144, -0.270], [-0.711, 0.213, 1.221], [-1.807, -1.913, -0.871], [-1.307, -0.604, -1.810], [-2.656, 0.194, 0.331], [-0.979, 2.169, 0.513], [1.039, 1.999, -0.619], [1.806, 0.043, -1.625], [2.450, -0.993, 0.532], [1.819, 0.715, 1.441], [0.826, -2.129, -0.701], [-1.158, 0.539, 2.093], [0.537, 1.305, -0.814], [0.456, -0.746, 1.144]],
  "atomic_forces_ev_per_a": [[-1.10, -0.72, -3.51], [6.70, -1.04, -0.91], [-2.93, 0.10, 1.96], [1.09, -0.20, 0.79], [5.21, 0.05, 1.16], [-1.97, -1.77, -4.05], [2.55, 0.39, -1.93], [0.77, 0.72, 1.26], [1.19, -0.60, 1.23], [-4.31, 0.88, 0.64], [0.27, 0.68, -0.70], [5.43, 6.97, 1.91], [0.69, -0.92, 0.26], [-1.14, 2.08, 1.53], [0.99, -0.63, -1.37], [-1.05, 1.82, 1.57], [0.11, 0.32, 2.31], [-8.76, -6.05, -2.08], [-3.75, -2.08, -0.07]],
  "lowdin_charge": [-0.113, -0.142, -0.149, -0.266, -0.200, -0.238, -0.156, 0.119, 0.137, 0.085, 0.130, 0.023, 0.140, 0.160, 0.148, 0.182, 0.111, 0.059, -0.028]
}



Copy entry 4 word for word.
{
  "formula": "C3H2N2O2S",
  "method": "ωB97M-V/def2-TZVPD",
  "e_above_lowest_kcal_mol": 196.6,
  "e_tot_ha": -773.4339,
  "multiplicity": 1,
  "homo_energy_ev": -9.672,
  "species": ["C", "C", "C", "H", "H", "N", "N", "O", "O", "S"],
  "coordinates": [[-0.017, -0.892, 0.047], [0.640, -0.521, 1.321], [0.350, 1.297, 0.274], [-2.055, -0.622, -2.131], [0.922, -1.422, 1.877], [-0.428, 0.296, -0.377], [0.803, 0.737, 1.551], [-0.523, 0.389, -1.792], [-0.318, -1.982, -0.535], [0.626, 2.719, -0.236]],
  "atomic_forces_ev_per_a": [[-1.87, -4.21, -1.60], [0.84, -1.67, 1.22], [-1.34, -1.58, 1.58], [3.37, 2.11, 0.85], [0.20, 0.89, 0.83], [0.60, 1.83, -3.79], [-0.35, -1.74, -1.73], [-3.64, -1.69, 1.12], [1.54, 3.26, 2.49], [0.65, 2.78, -0.98]],
  "lowdin_charge": [-0.417, -0.036, -0.883, 0.393, 0.135, -0.147, 0.132, -0.105, 0.050, 0.878]
}



Please write out number 4 again, unchanged.
{
  "formula": "C3H2N2O2S",
  "method": "ωB97M-V/def2-TZVPD",
  "e_above_lowest_kcal_mol": 196.6,
  "e_tot_ha": -773.4339,
  "multiplicity": 1,
  "homo_energy_ev": -9.672,
  "species": ["C", "C", "C", "H", "H", "N", "N", "O", "O", "S"],
  "coordinates": [[-0.017, -0.892, 0.047], [0.640, -0.521, 1.321], [0.350, 1.297, 0.274], [-2.055, -0.622, -2.131], [0.922, -1.422, 1.877], [-0.428, 0.296, -0.377], [0.803, 0.737, 1.551], [-0.523, 0.389, -1.792], [-0.318, -1.982, -0.535], [0.626, 2.719, -0.236]],
  "atomic_forces_ev_per_a": [[-1.87, -4.21, -1.60], [0.84, -1.67, 1.22], [-1.34, -1.58, 1.58], [3.37, 2.11, 0.85], [0.20, 0.89, 0.83], [0.60, 1.83, -3.79], [-0.35, -1.74, -1.73], [-3.64, -1.69, 1.12], [1.54, 3.26, 2.49], [0.65, 2.78, -0.98]],
  "lowdin_charge": [-0.417, -0.036, -0.883, 0.393, 0.135, -0.147, 0.132, -0.105, 0.050, 0.878]
}